Molecular formula: CH3F3Si
Method: DFT, ωB97M-V/def2-TZVPD

The geometry in XYZ format:
```
8
Properties=species:S:1:pos:R:3:nbo_charge:R:1
C 2.12 -0.35 0.06 0.08
F 2.74 0.31 -0.85 -0.31
F -1.55 1.45 0.29 -0.66
F -2.04 -0.15 -1.36 -0.66
Si -1.71 -0.09 0.15 1.61
H 1.98 0.19 1.03 0.12
H 1.19 -0.91 -0.30 0.10
H -2.73 -0.46 0.98 -0.28
```

F_max = 4.405 eV/Å
gap between HOMO and LUMO (spin up / spin down) = 7.53 / 8.86 eV
total charge = 0
energy relative to the best compared isomer or geometry (same formula, charge and spin) = 698.4 kJ/mol
multiplicity = 1